(1)
# C3H6IrO3

C3H6IrO3 as an isolated structure at a distorted geometry (ωB97M-V/def2-TZVPD, the Open Molecules 2025 dataset).

Cartesian coordinates (Å):
H (-1.18041, 1.40179, 1.13513)
C (-1.53230, 0.47881, 0.65785)
C (-0.85438, 0.25161, -0.66579)
H (-2.60919, 0.58459, 0.47406)
H (-1.38901, -0.36405, 1.34500)
H (-0.93257, 1.12649, -1.32042)
H (-1.32051, -0.50965, -1.29594)
O (0.81721, 0.44762, -0.54812)
C (1.21162, -0.80787, -0.43239)
O (0.35804, -1.65956, -0.36737)
O (2.36205, -0.72711, 0.26731)
Ir (2.45259, 1.30074, -0.00875)
H (2.61685, -1.52340, 0.75943)

Atoms 1-6, force components in eV/Å:
H 0.165 0.435 0.749
C 0.785 -0.766 -2.642
C -1.236 2.710 3.566
H -0.118 0.115 -0.294
H 0.287 -0.200 0.798
H -0.679 0.587 -0.994

Computed properties:
Frontier orbital gap (spin up / spin down)   0.358 / 0.217 Eh
ΔE to the lowest compared entry with this formula, charge and spin   131.9 kJ/mol
Total charge   +3
2S+1   5

natural (NBO) population analysis, charges in e, atoms 1 to 4:
1. H 0.356
2. C -0.658
3. C -0.033
4. H 0.367

=====

(2)
# C21H34N3O4

A 3-piece molecular cluster, C21H34N3O4 overall at a distorted geometry (ωB97M-V/def2-TZVPD, the Open Molecules 2025 dataset).

Cartesian coordinates (Å):
O (6.20842, -5.46971, 0.18689)
C (5.88014, -4.49639, -0.52526)
O (6.72450, -3.85095, -1.23971)
C (4.36063, -4.10349, -0.46383)
C (3.92914, -2.86833, 0.22979)
C (2.50367, -2.52141, 0.30916)
C (1.58052, -3.42676, -0.34543)
C (2.00939, -4.64032, -1.06889)
C (3.40933, -5.01632, -1.12545)
C (0.73780, -5.29910, -1.64799)
O (0.65109, -6.18391, -2.45492)
N (-0.45410, -4.63341, -1.09317)
C (0.05075, -3.39067, -0.49118)
O (-0.70336, -2.49899, -0.18496)
H (4.67412, -2.17671, 0.69544)
H (2.09946, -1.62758, 0.82854)
H (3.71330, -5.94261, -1.65375)
H (-0.71034, -5.20982, -0.28021)
C (4.05192, 4.10115, -0.15223)
C (3.18357, 3.21365, -1.03498)
N (2.53442, 2.13371, -0.31048)
C (1.95783, 1.11678, -1.18159)
C (0.80747, 1.53540, -2.09791)
C (1.70889, 2.52535, 0.82295)
C (0.56109, 3.50435, 0.56799)
H (4.78020, 3.50808, 0.40535)
H (4.60297, 4.81308, -0.77125)
H (3.45641, 4.67948, 0.55774)
H (3.83795, 2.77987, -1.79713)
H (2.45776, 3.84419, -1.56787)
H (1.63275, 0.26569, -0.57542)
H (2.76128, 0.71804, -1.81058)
H (-0.12200, 1.67416, -1.54552)
H (0.62183, 0.74834, -2.83375)
H (1.02742, 2.45042, -2.65174)
H (2.36376, 2.96463, 1.58371)
H (1.30792, 1.62759, 1.30419)
H (0.86561, 4.35662, -0.04318)
H (0.20181, 3.90205, 1.52167)
H (-0.28865, 3.01847, 0.08937)
C (-1.66413, 0.43742, 1.29659)
C (-3.07671, -0.09597, 1.48500)
N (-4.06443, 0.94781, 1.72546)
C (-5.34181, 0.43575, 2.20111)
C (-6.14494, -0.46235, 1.25883)
C (-4.14606, 1.99654, 0.71972)
C (-4.42892, 1.58134, -0.72535)
H (-1.36772, 1.07327, 2.13540)
H (-0.95971, -0.39444, 1.24092)
H (-1.56413, 1.01106, 0.37203)
H (-3.05518, -0.76447, 2.35127)
H (-3.33918, -0.71631, 0.61843)
H (-5.97294, 1.27602, 2.51075)
H (-5.15463, -0.12581, 3.12357)
H (-6.60671, 0.10600, 0.45171)
H (-6.95814, -0.94014, 1.81315)
H (-5.53815, -1.25891, 0.82518)
H (-3.20181, 2.55195, 0.73188)
H (-4.89268, 2.73547, 1.02888)
H (-3.81362, 0.73890, -1.04675)
H (-4.20794, 2.41739, -1.39523)
H (-5.47711, 1.32482, -0.87701)

Atoms 1-6, force components in eV/Å:
O -1.323 0.089 0.099
C 2.633 0.229 -0.383
O -2.626 -0.107 0.695
C -0.974 0.407 -0.336
C -1.871 -1.118 -0.882
C 0.695 -2.018 -1.250

Computed properties:
Frontier orbital gap   0.257 Eh
Total charge   -1

natural (NBO) population analysis, charges in e, atoms 1 to 4:
1. O -0.732
2. C 0.713
3. O -0.753
4. C -0.025

=====

(3)
# C35H49MgN7OP2SSe

C35H49MgN7OP2SSe as an isolated structure at a distorted geometry (ωB97M-V/def2-TZVPD, the Open Molecules 2025 dataset).

Cartesian coordinates (Å):
Mg (-3.66261, -20.66387, 10.38094)
S (-1.87570, -20.76933, 14.93862)
C (-2.52790, -21.29820, 13.33404)
N (-1.83608, -20.89212, 12.33039)
C (-0.73410, -20.08162, 12.72065)
C (0.00760, -19.26035, 11.87208)
C (1.01876, -18.43446, 12.33765)
C (1.18422, -18.28212, 13.71968)
C (0.44239, -19.09476, 14.58562)
C (-0.55950, -19.95524, 14.13202)
H (-3.47346, -21.87810, 13.28890)
H (-0.20336, -19.20633, 10.81918)
H (1.61511, -17.84439, 11.62614)
H (2.01289, -17.63039, 13.99225)
H (0.53675, -18.93656, 15.67054)
Se (-5.48808, -21.96832, 11.25433)
C (1.02683, -21.81477, 8.20348)
C (-0.07998, -21.30934, 9.17250)
P (-1.68785, -22.15132, 9.25446)
C (-1.20314, -23.68605, 10.15343)
C (-2.31098, -24.69675, 10.47539)
C (-1.76990, -22.71515, 7.46874)
C (-3.13206, -23.48985, 7.25229)
H (1.88032, -21.25714, 8.56030)
H (0.78898, -21.49073, 7.22170)
H (1.11994, -22.94242, 8.26961)
H (-0.17975, -20.27527, 8.95143)
H (0.34917, -21.34831, 10.17047)
H (-0.84077, -23.35026, 11.09129)
H (-0.28629, -24.13305, 9.65706)
H (-3.25037, -24.22208, 10.78162)
H (-1.99646, -25.37190, 11.25809)
H (-2.55460, -25.33176, 9.58639)
H (-0.93715, -23.37653, 7.20107)
H (-1.71136, -21.80192, 6.80304)
H (-3.20419, -24.42088, 7.78987)
H (-3.33722, -23.80167, 6.23092)
H (-3.94071, -22.87840, 7.58430)
C (1.85901, -18.07514, 9.05561)
C (2.42266, -16.98545, 9.25606)
C (3.02964, -15.72635, 9.60288)
C (4.28092, -15.69934, 10.18898)
C (4.88887, -14.48508, 10.65348)
C (4.14533, -13.29966, 10.55184)
C (2.83726, -13.29637, 10.02285)
C (2.33756, -14.48131, 9.44662)
H (4.88455, -16.64443, 10.38744)
H (5.85191, -14.53890, 11.09134)
H (4.59966, -12.35789, 10.86541)
H (2.35859, -12.32197, 9.88650)
H (1.38307, -14.47461, 8.98539)
N (-5.95112, -17.29725, 5.55908)
C (-5.32450, -18.22911, 5.85776)
N (-4.58178, -19.31363, 6.05666)
C (-4.23551, -19.71341, 7.23961)
N (-3.77686, -20.18272, 8.21056)
O (-3.02641, -18.79641, 10.98902)
P (-3.22164, -17.31695, 10.72290)
N (-4.76294, -17.18748, 10.08859)
C (-5.92718, -18.00456, 10.52343)
C (-7.13762, -17.36096, 9.84760)
C (-6.74723, -15.88281, 9.81196)
C (-5.18147, -15.82280, 9.59902)
N (-1.95252, -16.86493, 9.79557)
C (-1.55009, -15.48728, 9.59603)
C (-1.29920, -15.33551, 8.06335)
C (-0.87992, -16.76882, 7.64725)
C (-1.36649, -17.72550, 8.76473)
N (-3.23882, -16.29761, 12.05316)
C (-4.52290, -16.16095, 12.82630)
C (-4.15441, -15.45866, 14.14479)
C (-2.67638, -15.98148, 14.30184)
C (-2.10632, -15.92797, 12.87809)
H (-6.10503, -17.94015, 11.60691)
H (-5.84778, -19.06951, 10.28135)
H (-8.05392, -17.54946, 10.41281)
H (-7.29543, -17.78035, 8.85334)
H (-6.90496, -15.45194, 10.75981)
H (-7.29992, -15.28543, 9.05181)
H (-4.74127, -14.99470, 10.18762)
H (-4.90846, -15.75012, 8.52341)
H (-0.64469, -15.31068, 10.08586)
H (-2.33850, -14.81976, 10.05445)
H (-0.47502, -14.63093, 7.95188)
H (-2.23034, -15.01185, 7.57753)
H (0.19213, -16.89076, 7.75386)
H (-1.23025, -17.07130, 6.66865)
H (-0.60596, -18.42296, 9.19491)
H (-2.07824, -18.46577, 8.37052)
H (-4.87086, -17.17536, 13.00875)
H (-5.17957, -15.62064, 12.15239)
H (-4.85700, -15.72621, 14.95311)
H (-4.18315, -14.36778, 13.98000)
H (-2.65200, -17.01618, 14.65798)
H (-2.07080, -15.34288, 14.92363)
H (-1.32203, -16.72494, 12.71995)
H (-1.66124, -14.95868, 12.57338)

Atoms 1-6, force components in eV/Å:
Mg 0.145 0.107 -0.272
S 0.025 -0.320 -0.624
C 0.694 0.383 0.707
N 0.163 0.266 0.418
C -0.857 0.156 0.729
C 0.255 -0.168 -0.461

Computed properties:
Frontier orbital gap   0.171 Eh
ΔE to the lowest compared entry with this formula, charge and spin   51.0 kJ/mol
Total charge   -2

Löwdin population analysis, charges in e, atoms 1 to 4:
1. Mg -0.046
2. S 0.954
3. C -0.415
4. N 0.005

=====

(4)
# C2H5NSi

An isolated molecule of C2H5NSi at a distorted geometry (ωB97M-V/def2-TZVPD, the Open Molecules 2025 dataset).

Cartesian coordinates (Å):
C (-2.66116, 0.06392, -0.07855)
C (-1.48339, 0.04008, 0.10369)
Si (0.18643, -0.66197, 0.06499)
N (1.31592, 0.64572, 0.12432)
H (-3.74742, 0.07779, 0.01948)
H (0.43245, -1.59613, 1.20505)
H (0.34133, -0.92401, -1.37601)
H (1.77331, 0.81118, -0.77420)
H (1.72531, 1.21735, 0.83796)

Atoms 1-6, force components in eV/Å:
C -2.752 0.213 0.580
C 0.855 -0.838 0.220
Si 0.997 1.877 0.127
N 0.649 -0.217 -0.954
H 0.897 0.125 -0.453
H -0.299 -0.106 -0.569

Computed properties:
Frontier orbital gap   0.384 Eh
ΔE to the lowest compared entry with this formula, charge and spin   61.3 kJ/mol
Total charge   0
Structure (SMILES)   C#C[SiH2]N

natural (NBO) population analysis, charges in e, atoms 1 to 4:
1. C -0.187
2. C -0.495
3. Si 1.286
4. N -1.300

=====

(5)
# C12H28ClN4O4

A 5-piece molecular cluster, C12H28ClN4O4 overall at a distorted geometry (ωB97M-V/def2-TZVPD, the Open Molecules 2025 dataset).

Cartesian coordinates (Å):
Cl (-2.90281, -17.47138, 6.49514)
C (0.89641, -17.55732, 7.96819)
C (1.52170, -18.10226, 6.62845)
O (2.71127, -18.26899, 6.58343)
N (0.60793, -18.27361, 5.62246)
C (0.62897, -18.62353, 4.17823)
H (0.02951, -16.91539, 7.81162)
H (1.59129, -16.79940, 8.32985)
H (0.51166, -18.38056, 8.57014)
H (-0.37848, -18.10866, 5.76352)
H (0.63260, -17.72452, 3.56190)
H (-0.28405, -19.15371, 3.90730)
H (1.52242, -19.09304, 3.76663)
C (-3.64473, -20.97139, 7.59923)
C (-3.49496, -20.59566, 9.04657)
O (-3.82868, -21.25332, 10.02197)
N (-2.83934, -19.44839, 9.15006)
C (-2.20662, -18.93792, 10.23058)
H (-3.50660, -22.04408, 7.46371)
H (-2.94665, -20.48276, 6.91950)
H (-4.65838, -20.65794, 7.34952)
H (-2.64266, -19.05028, 8.24291)
H (-3.06497, -18.48631, 10.72797)
H (-1.51307, -18.19394, 9.83868)
H (-1.70227, -19.61647, 10.91853)
C (-2.74506, -15.02849, 9.89985)
C (-4.23548, -15.11243, 10.13329)
O (-4.71908, -14.76239, 11.22313)
N (-4.91103, -15.85108, 9.25615)
C (-6.35061, -16.23023, 9.34848)
H (-2.61953, -14.22071, 10.62085)
H (-2.47509, -14.61346, 8.92878)
H (-2.13262, -15.88874, 10.17000)
H (-4.32176, -16.31677, 8.58087)
H (-6.90343, -15.80538, 8.51063)
H (-6.63387, -16.03163, 10.38213)
H (-6.41000, -17.28093, 9.06459)
C (-5.82461, -20.45961, 4.55424)
C (-6.59207, -19.14403, 4.61932)
O (-7.80770, -19.12748, 4.36776)
N (-5.93330, -18.02248, 5.01814)
C (-6.60482, -16.73309, 5.04538)
H (-4.75421, -20.39950, 4.35743)
H (-6.35085, -21.05957, 3.81180)
H (-5.91813, -20.90707, 5.54375)
H (-4.95634, -18.15231, 5.23900)
H (-6.01461, -16.14006, 5.74400)
H (-7.66496, -16.78703, 5.29298)
H (-6.53494, -16.12511, 4.14340)

Atoms 1-6, force components in eV/Å:
Cl 0.088 -0.094 0.004
C -0.515 0.525 -1.752
C -1.978 0.932 0.688
O 1.040 -0.468 -0.730
N -0.685 -0.607 -1.298
C 1.225 0.750 -0.100

Computed properties:
Frontier orbital gap   0.340 Eh
ΔE to the lowest compared entry with this formula, charge and spin   250.8 kJ/mol
Total charge   -1

natural (NBO) population analysis, charges in e, atoms 1 to 4:
1. Cl -0.936
2. C -0.726
3. C 0.692
4. O -0.638